The following is a quantum chemistry calculation of a molecular structure, C52H57IrN3O2P, from the Open Molecules 2025 dataset.

ORCA input file:
```
! wB97M-V def2-TZVPD RIJCOSX def2/J DEFGRID3
* xyz 1 6
C -2.21 3.49 -1.60
C -4.55 -1.84 -2.37
H 2.28 1.83 0.90
H -0.62 -3.42 -2.80
H 0.94 3.45 -4.99
C -0.55 -1.52 3.27
H -5.99 0.31 1.64
C 0.24 5.07 1.74
C -4.53 -1.80 0.30
H -0.03 -0.23 -4.72
C -0.39 2.83 1.14
H 0.71 4.56 -1.24
H -1.14 4.19 -3.91
H -5.34 -2.25 -2.98
H 5.64 1.82 2.60
H 1.96 -5.06 -1.15
H -1.01 -2.86 -4.42
C 4.41 1.34 0.87
H 3.29 2.83 1.95
C -2.15 -1.26 -2.18
C 5.15 -0.83 -2.14
C 4.34 -4.49 0.24
H 2.88 1.18 2.43
C 3.24 -3.55 -0.29
H -0.05 -0.86 -2.33
C -0.44 -2.62 -3.51
H 4.76 -2.92 -2.42
C -0.53 3.43 -3.44
C 4.29 0.18 -0.12
H -4.58 -0.18 2.61
C -0.50 4.99 2.91
C -1.15 3.81 3.23
C 0.64 3.02 -4.04
C 5.48 0.98 1.91
H -0.08 -2.69 -1.02
C 3.00 -1.77 2.47
H 1.82 3.35 -0.62
H 1.66 0.78 -1.75
H 1.97 5.02 -0.10
H 4.82 -4.08 1.13
C -0.15 1.94 -1.59
H 2.36 1.72 -3.89
C 0.44 -2.68 5.10
C 5.00 0.27 -1.31
Ir 0.99 -0.61 0.53
H -5.83 -0.68 -1.05
C -0.85 -1.23 -2.97
N 0.63 -1.41 2.67
H 5.18 0.10 2.49
H 1.83 -3.49 -1.95
H 4.78 2.18 0.28
C -2.30 -0.94 -0.72
C -1.64 -0.70 2.64
H 5.73 -0.74 -3.05
H -3.48 2.00 1.92
H -3.52 1.37 -0.73
C 1.67 -2.56 4.47
H -4.38 -3.97 0.70
H 3.91 -5.46 0.49
H -5.65 3.16 1.40
H 0.14 -3.09 0.68
C -4.89 -1.22 -1.08
H -1.96 -4.03 0.87
H 2.59 -2.95 4.88
C -3.80 -3.07 0.53
C -0.97 -0.28 -4.17
H 0.62 -2.62 -3.78
C 1.72 -1.91 3.25
C -1.08 2.75 2.35
H -5.47 1.28 3.01
C -2.48 -3.10 0.63
C 0.34 4.01 0.84
H -2.29 3.31 -0.53
H 0.77 5.98 1.51
H 0.36 -3.17 6.06
H -3.09 -2.19 -3.84
C 3.84 -2.19 -0.64
C -1.62 -1.90 0.30
H 6.44 0.74 1.43
C 1.43 2.05 -3.43
P -0.40 1.34 0.10
C -3.77 -0.67 -0.28
H -1.59 1.84 2.61
H -5.29 -1.59 1.04
C -1.98 0.33 0.25
C 3.67 -1.05 0.18
H -1.67 -2.18 4.96
C 1.26 4.23 -0.35
C -0.69 -2.14 4.50
H -3.09 3.05 -2.09
N -1.66 -0.73 1.27
C -3.46 0.77 0.17
H -1.25 0.73 -3.86
H -4.45 3.37 0.13
H -1.75 -0.64 -4.85
C -0.95 2.92 -2.21
O 4.04 -2.23 2.88
C 3.14 1.81 1.58
H 2.51 -3.41 0.50
C -5.07 2.63 0.65
H -0.55 5.85 3.58
C -4.22 1.52 1.28
C -5.11 0.67 2.18
C -3.26 -1.79 -2.85
N 2.81 -1.10 1.31
C 2.52 -4.18 -1.48
O -2.30 0.03 3.34
H -2.26 4.56 -1.77
C 1.03 1.52 -2.23
H 3.23 -4.52 -2.24
C 4.60 -2.05 -1.79
H 5.10 -4.64 -0.53
H 5.48 1.21 -1.56
C -0.19 -2.32 -0.01
H -5.77 2.21 -0.08
H -1.70 3.71 4.16
*
```

Output
Calculated total energy: -75531.9062 eV
F_max: 0.85 eV/A
Frontier orbital gap (alpha / beta): 6.84 / 6.62 eV
LUMO level (alpha / beta): -2.67 / -4.81 eV